Density functional theory data (ωB97M-V with the def2-TZVPD basis set) for a structure of composition C5H10O2 at a distorted geometry.

Last column: natural (NBO) charge in e.
Atoms and positions in Å:
C: -1.913151 -0.343079 -0.826791  -0.63
C: -0.983736 0.615294 -0.143161  -0.26
O: -1.171590 -0.297466 2.396070  -0.95
C: 0.323504 0.388681 -0.075423  0.26
C: 1.268529 -0.641120 -0.635216  -0.50
C: 2.326143 0.395714 -0.223068  -0.05
O: 1.318760 1.239416 0.386384  -0.50
H: -2.921290 -0.317120 -0.405771  0.23
H: -1.988394 -0.086384 -1.890399  0.21
H: -1.548250 -1.373447 -0.764578  0.21
H: -1.372405 1.563394 0.221317  0.22
H: -1.220023 0.644673 2.603868  0.46
H: -0.463666 -0.348674 1.715798  0.48
H: 1.318829 -1.596845 -0.107635  0.23
H: 1.149703 -0.828374 -1.704102  0.23
H: 2.808938 0.915478 -1.056139  0.18
H: 3.068091 0.069853 0.508841  0.18

Atoms 1-3, force components in eV/Å:
C -0.03 -0.09 -0.08
C 0.53 0.18 -0.45
O 0.48 -0.20 0.20

- Kohn-Sham gap: 0.34433 Eh
- Lowest unoccupied orbital energy: 0.90 eV
- HOMO energy: -8.47 eV